Computed, not measured: a cluster of 4 separate species, C4H15NO3 in total at a distorted geometry, with ωB97M-V/def2-TZVPD.

Last column: Löwdin spin population.
Positions of all 23 atoms, in Å:
C: -0.992 1.876 1.886  0.02
N: -1.996 2.830 1.401  0.25
C: 0.993 -0.995 -1.577  0.00
C: 1.749 -0.739 -0.352  0.00
C: 3.202 -0.462 -0.365  0.00
O: 3.908 -1.759 -0.599  0.00
H: -1.449 1.001 2.373  0.01
H: -0.358 1.706 1.013  0.00
H: -0.310 2.364 2.593  0.01
H: -2.691 3.227 2.018  0.00
H: 1.652 -1.097 -2.456  0.00
H: 0.352 -1.886 -1.521  0.00
H: 0.258 -0.211 -1.896  0.00
H: 1.222 -1.091 0.546  0.00
H: 3.624 0.086 0.477  0.00
H: 3.401 0.025 -1.320  0.00
H: 3.225 -2.370 -0.268  0.00
H: -3.326 1.190 -1.078  0.01
H: -2.466 2.507 0.556  0.00
O: -2.851 0.937 -0.267  0.68
H: -3.228 -2.024 0.516  0.00
H: -2.887 -0.749 -0.257  0.01
O: -2.703 -1.710 -0.225  0.03

ΔE to the lowest compared entry with this formula, charge and spin   517.6 kJ/mol
Gap between HOMO and LUMO (spin up / spin down)   0.189 / 0.151 hartree
Largest force on an atom   0.057 Eh/bohr
LUMO energy (spin up / spin down)   -7.869 / -7.870 eV
Electronic energy   -12010.470 eV
Multiplicity   2
Net charge   +1



Computed, not measured: a structure of composition C54H54F15GeO3PSSeW at a distorted geometry, with ωB97M-V/def2-TZVPD.

Last column: Mulliken charge in e.
Positions of all 131 atoms, in Å:
W: 0.233 -0.753 -1.321  -0.12
C: 0.618 -2.861 -2.149  0.21
C: -0.664 -2.809 -1.524  0.44
C: -1.510 -2.018 -2.347  -1.04
C: -0.782 -1.636 -3.485  -0.57
C: 0.519 -2.126 -3.365  -1.04
H: 1.487 -3.359 -1.763  0.01
H: -0.951 -3.271 -0.598  0.13
H: -2.518 -1.724 -2.103  0.55
H: -1.143 -0.984 -4.267  0.76
H: 1.330 -1.913 -4.040  0.78
C: -2.455 3.528 4.623  -1.59
C: -1.485 2.345 4.770  1.81
C: -0.112 2.871 5.201  -1.85
C: -1.999 1.394 5.860  -1.66
C: -1.413 1.626 3.424  0.06
C: -0.371 1.845 2.525  -0.72
C: -0.386 1.187 1.317  -0.07
Se: 1.026 1.404 0.060  0.81
C: 0.231 2.630 -1.166  0.81
C: 0.190 3.989 -0.923  -0.99
C: -0.468 4.822 -1.820  -0.34
C: -1.059 4.226 -2.935  -0.30
C: -1.018 2.861 -3.219  -0.85
C: -0.340 2.058 -2.295  -0.48
O: -0.207 0.715 -2.492  0.73
C: -1.704 2.261 -4.448  2.37
C: -2.393 3.313 -5.326  -2.45
C: -0.663 1.552 -5.329  -0.99
C: -2.786 1.274 -3.972  -1.17
C: -0.575 6.317 -1.531  2.07
C: -1.177 7.091 -2.705  -2.14
C: 0.818 6.893 -1.237  -1.63
C: -1.478 6.503 -0.301  -1.62
C: -1.400 0.299 0.949  0.23
O: -1.249 -0.353 -0.234  0.56
C: -2.463 0.059 1.817  0.28
C: -2.417 0.751 3.031  -0.57
C: -3.654 -0.877 1.585  1.85
C: -4.942 -0.037 1.606  -1.89
C: -3.692 -1.930 2.707  -1.74
C: -3.613 -1.629 0.252  -1.53
H: -2.536 4.068 5.569  0.47
H: -3.455 3.186 4.341  0.31
H: -2.107 4.230 3.859  0.29
H: -0.187 3.302 6.201  0.47
H: 0.253 3.665 4.544  0.32
H: 0.633 2.071 5.236  0.38
H: -1.937 1.887 6.831  0.47
H: -1.400 0.480 5.906  0.33
H: -3.044 1.116 5.714  0.36
H: 0.451 2.501 2.776  0.56
H: 0.643 4.395 -0.026  0.50
H: -1.583 4.866 -3.626  0.70
H: -1.682 4.033 -5.738  0.46
H: -3.170 3.856 -4.784  0.48
H: -2.875 2.810 -6.165  0.45
H: 0.079 2.268 -5.692  0.33
H: -1.151 1.111 -6.200  0.51
H: -0.136 0.765 -4.786  -0.33
H: -3.598 1.810 -3.477  0.41
H: -2.390 0.551 -3.262  -0.18
H: -3.214 0.738 -4.823  0.42
H: -0.603 6.948 -3.625  0.44
H: -1.167 8.158 -2.475  0.44
H: -2.216 6.812 -2.892  0.39
H: 1.490 6.753 -2.087  0.37
H: 1.278 6.441 -0.356  0.31
H: 0.739 7.965 -1.044  0.47
H: -2.474 6.093 -0.480  0.34
H: -1.583 7.566 -0.071  0.45
H: -1.060 6.010 0.581  0.39
H: -3.231 0.580 3.723  0.25
H: -5.085 0.469 2.563  0.32
H: -5.807 -0.684 1.440  0.49
H: -4.928 0.722 0.820  0.38
H: -3.832 -1.487 3.694  0.39
H: -2.766 -2.513 2.723  0.20
H: -4.524 -2.617 2.535  0.50
H: -2.713 -2.242 0.170  0.01
H: -3.668 -0.937 -0.590  0.16
H: -4.475 -2.295 0.196  0.69
F: 1.853 -5.956 2.980  -0.37
C: 1.179 -5.013 3.664  0.26
C: 1.101 -3.738 3.121  -0.50
C: 0.418 -2.796 3.867  0.17
F: 0.296 -1.532 3.438  -0.01
C: -0.172 -3.111 5.078  0.14
F: -0.831 -2.174 5.755  -0.25
C: -0.079 -4.398 5.584  0.44
F: -0.641 -4.700 6.735  -0.29
C: 0.612 -5.366 4.869  0.20
F: 0.722 -6.599 5.335  -0.28
Ge: 1.873 -3.554 1.333  1.20
S: 1.288 -1.465 0.680  -0.98
C: 1.133 -5.018 0.259  0.57
C: -0.207 -5.347 0.395  -0.22
F: -1.002 -4.535 1.118  -0.34
C: -0.780 -6.444 -0.213  0.21
F: -2.073 -6.700 -0.066  -0.30
C: 0.015 -7.269 -0.996  0.62
F: -0.510 -8.316 -1.591  -0.27
C: 1.361 -6.975 -1.161  0.39
F: 2.125 -7.750 -1.914  -0.29
C: 1.894 -5.865 -0.533  0.33
F: 3.195 -5.615 -0.716  -0.30
C: 3.822 -3.465 1.324  -0.30
C: 4.475 -3.062 0.169  0.29
F: 3.752 -2.780 -0.933  -0.04
C: 5.837 -2.920 0.080  -0.03
F: 6.400 -2.506 -1.056  -0.34
C: 6.615 -3.202 1.194  0.57
F: 7.922 -3.070 1.129  -0.28
C: 6.009 -3.612 2.371  -0.04
F: 6.746 -3.878 3.436  -0.26
C: 4.628 -3.730 2.424  0.25
F: 4.088 -4.106 3.580  -0.24
C: 4.389 0.968 -1.467  -1.16
P: 3.339 0.193 -2.696  1.09
C: 2.830 1.437 -3.880  -0.86
C: 4.309 -1.054 -3.548  -0.89
O: 2.151 -0.488 -1.995  -0.78
H: 5.362 1.198 -1.910  0.56
H: 4.528 0.280 -0.632  0.22
H: 3.943 1.893 -1.100  0.35
H: 3.721 1.978 -4.212  0.58
H: 2.134 2.144 -3.425  0.07
H: 2.353 0.977 -4.745  0.35
H: 4.971 -0.571 -4.271  0.56
H: 3.660 -1.749 -4.081  0.27
H: 4.909 -1.621 -2.831  0.17

ΔE to the lowest compared entry with this formula, charge and spin   0.0 kJ/mol
Gap between HOMO and LUMO   0.231 hartree
Largest force on an atom   0.028 Eh/bohr
LUMO energy   -6.975 eV
Electronic energy   -247579.718 eV
Net charge   +2



Computed, not measured: the molecule C5H8O at a distorted geometry, with ωB97M-V/def2-TZVPD.

Last column: Mulliken charge in e.
Positions of all 14 atoms, in Å:
O: 1.971 0.265 -0.333  -0.15
C: 2.109 1.220 0.456  -0.38
C: 0.939 -0.544 0.413  -0.69
C: -0.270 -0.552 -0.475  0.05
C: -1.624 -0.673 0.174  -0.64
C: -1.198 0.628 -0.439  -0.52
H: 2.757 1.965 -0.056  0.16
H: 1.403 -1.524 0.522  0.33
H: 0.689 -0.118 1.393  0.46
H: -0.137 -1.050 -1.433  0.39
H: -2.377 -1.266 -0.336  0.26
H: -1.669 -0.736 1.259  0.23
H: -1.661 0.937 -1.371  0.26
H: -0.932 1.447 0.226  0.24

ΔE to the lowest compared entry with this formula, charge and spin   441.8 kJ/mol
Gap between HOMO and LUMO   0.335 hartree
Largest force on an atom   0.088 Eh/bohr
LUMO energy   1.124 eV
Electronic energy   -7357.677 eV



Computed, not measured: a structure of composition C24H25CrF2N2O4SSe2, with ωB97M-V/def2-TZVPD.

Last column: Löwdin spin population.
Positions of all 61 atoms, in Å:
Cr: 0.781 -0.249 -0.698  1.04
C: 1.861 0.280 3.209  0.00
Se: 1.235 -0.988 1.876  -0.01
C: 2.927 -1.874 1.543  0.00
C: 3.928 -0.990 0.828  0.00
Se: 3.332 -0.386 -0.921  -0.01
C: 3.550 -2.084 -1.837  0.00
H: 2.124 -0.267 4.111  0.00
H: 1.043 0.962 3.428  0.00
H: 2.714 0.851 2.848  0.00
H: 2.661 -2.753 0.958  0.00
H: 3.315 -2.198 2.510  0.00
H: 4.873 -1.511 0.666  0.00
H: 4.145 -0.081 1.389  0.00
H: 4.559 -2.448 -1.659  0.00
H: 3.412 -1.880 -2.895  0.00
H: 2.789 -2.777 -1.489  0.00
F: 0.661 -1.763 -5.857  0.00
C: 0.728 -0.768 -4.953  0.00
C: 0.788 -1.080 -3.607  0.00
C: 0.856 -0.040 -2.690  -0.02
C: 0.868 1.299 -3.121  0.00
C: 0.811 1.540 -4.487  0.00
F: 0.827 2.805 -4.962  0.00
C: 0.741 0.530 -5.423  0.00
C: 0.933 2.331 -2.062  0.00
C: 0.946 3.710 -2.248  0.00
C: 1.023 4.540 -1.145  0.00
C: 1.095 3.989 0.124  0.00
C: 1.066 2.616 0.232  0.00
N: 0.977 1.807 -0.823  0.00
H: 0.770 -2.117 -3.296  0.00
H: 0.694 0.752 -6.478  0.00
H: 0.894 4.119 -3.242  0.00
H: 1.026 5.614 -1.278  0.00
H: 1.157 4.603 1.011  0.00
H: 1.095 2.129 1.200  0.00
C: -4.446 -0.996 5.094  0.00
C: -3.909 -0.575 3.752  0.00
C: -2.698 0.106 3.644  0.00
C: -2.208 0.493 2.409  0.00
C: -2.931 0.196 1.260  0.00
C: -4.143 -0.473 1.345  0.00
C: -4.621 -0.852 2.590  0.00
S: -2.284 0.660 -0.318  0.00
O: -1.695 1.962 -0.170  0.00
O: -3.332 0.445 -1.281  0.00
N: -1.095 -0.426 -0.555  -0.04
C: -1.597 -1.791 -0.808  0.00
C: -0.457 -2.792 -0.713  0.00
O: -0.668 -3.984 -0.746  0.01
O: 0.728 -2.239 -0.627  0.02
H: -3.742 -0.771 5.893  0.00
H: -4.648 -2.068 5.113  0.00
H: -5.384 -0.484 5.316  0.00
H: -2.138 0.337 4.543  0.00
H: -1.277 1.041 2.324  0.00
H: -4.694 -0.687 0.440  0.00
H: -5.566 -1.377 2.661  0.00
H: -2.016 -1.855 -1.815  0.00
H: -2.384 -2.091 -0.113  0.00

ΔE to the lowest compared entry with this formula, charge and spin   16.1 kJ/mol
Gap between HOMO and LUMO (spin up / spin down)   0.286 / 0.277 hartree
Largest force on an atom   0.017 Eh/bohr
LUMO energy (spin up / spin down)   -0.597 / -0.281 eV
Electronic energy   -211848.413 eV
Multiplicity   2



Computed, not measured: a structure of composition C2HO4Tl at a distorted geometry, with ωB97M-V/def2-TZVPD.

Last column: Mulliken charge in e.
Positions of all 8 atoms, in Å:
O: -2.557 0.592 -0.434  -0.47
C: -1.592 0.703 0.278  0.21
O: -0.445 0.055 0.039  -0.30
C: 0.101 -0.060 -1.266  0.86
O: 0.361 -1.224 -1.588  -0.67
O: -0.257 0.802 -2.092  -0.72
Tl: -1.373 -0.676 -3.633  0.73
H: -1.498 1.447 1.087  0.35

ΔE to the lowest compared entry with this formula, charge and spin   64.2 kJ/mol
Gap between HOMO and LUMO   0.349 hartree
Largest force on an atom   0.099 Eh/bohr
LUMO energy   -0.472 eV
Electronic energy   -14973.553 eV